Record 1
Entry from OMol25: 10 unconnected molecules or ions with the total composition C20H62N18O12 at a distorted geometry (wB97M-V/def2-TZVPD).

Each line ends with the Mulliken charge.
Geometry (Å):
C (10.27739, 9.81558, 6.92104)  -0.917
O (9.78041, 10.65728, 7.93753)  -0.274
C (8.37177, 10.65414, 7.96201)  -0.891
C (7.83167, 11.42798, 9.15167)  -0.473
N (8.15688, 10.75811, 10.45180)  -0.380
C (7.80852, 11.70407, 11.49648)  -0.401
C (7.96744, 11.10795, 12.90941)  -0.854
O (9.30320, 11.27592, 13.30232)  0.060
C (10.20072, 10.16342, 13.48094)  -0.871
H (9.92314, 8.76324, 6.86055)  0.310
H (11.38596, 9.74438, 7.02548)  0.273
H (10.09335, 10.24114, 5.92574)  0.363
H (8.04268, 9.62299, 8.09535)  0.401
H (7.96138, 11.01601, 7.02646)  0.437
H (6.74612, 11.40159, 9.05303)  0.431
H (8.19437, 12.45938, 9.05278)  0.318
H (9.18368, 10.70450, 10.57050)  0.226
H (6.71639, 11.86970, 11.38917)  0.447
H (8.35314, 12.67311, 11.45175)  0.103
H (7.72089, 10.02106, 12.84331)  0.445
H (7.24050, 11.55982, 13.66903)  0.321
H (10.20085, 9.47898, 12.63817)  0.379
H (9.93422, 9.67342, 14.41859)  0.329
H (11.24173, 10.56268, 13.62841)  0.138
C (15.20292, 19.54072, 17.89223)  -0.929
O (14.57024, 19.39735, 16.60508)  0.086
C (14.58136, 20.66650, 15.92464)  -0.796
C (13.64212, 20.54488, 14.69418)  -0.571
N (14.44723, 19.79841, 13.62760)  -0.226
C (13.67952, 19.46847, 12.44888)  0.048
C (14.72443, 19.48374, 11.36306)  -0.642
O (14.36402, 18.75153, 10.24024)  -0.362
C (14.88104, 17.44015, 10.36786)  -0.689
H (14.72356, 20.27170, 18.59554)  0.279
H (16.24431, 19.83995, 17.71989)  0.364
H (15.21013, 18.65266, 18.49641)  0.285
H (15.63474, 20.84544, 15.55153)  0.367
H (14.24303, 21.46695, 16.58508)  0.463
H (13.46624, 21.51683, 14.21424)  0.467
H (12.65118, 20.09918, 14.91338)  0.224
H (14.87161, 18.93927, 14.09229)  0.127
H (12.88033, 20.22589, 12.39689)  0.487
H (13.08050, 18.51851, 12.61303)  -0.226
H (15.68316, 19.13095, 11.79265)  0.355
H (14.90092, 20.51393, 10.99879)  0.237
H (15.93056, 17.46529, 10.67375)  0.491
H (14.72907, 16.96983, 9.41895)  0.192
H (14.37680, 16.91235, 11.17280)  0.159
N (11.96557, 12.18089, 9.00203)  -0.127
C (12.57985, 12.12012, 10.17703)  0.645
N (13.86808, 12.66068, 10.20442)  -0.516
O (12.11041, 11.60868, 11.23646)  -0.624
H (11.03604, 11.82395, 8.85966)  0.186
H (12.43026, 12.80872, 8.31441)  0.180
H (14.15695, 13.37262, 9.52496)  0.253
H (14.16854, 12.90457, 11.10730)  0.277
N (14.80008, 13.55697, 18.46220)  -0.435
C (13.70717, 14.30622, 18.12087)  0.618
N (12.89543, 13.83052, 17.04301)  -0.374
O (13.49418, 15.34935, 18.69262)  -0.669
H (15.12406, 12.76046, 17.98717)  0.179
H (15.34088, 14.05873, 19.13126)  0.231
H (12.10608, 14.41944, 16.81263)  0.047
H (13.32819, 13.59914, 16.18322)  0.315
N (9.62518, 13.19918, 16.09985)  -0.092
C (8.67905, 14.10551, 15.77651)  0.236
N (8.47507, 14.52302, 14.49936)  -0.018
O (7.99747, 14.66041, 16.65260)  -0.789
H (9.69835, 12.87667, 17.02158)  0.254
H (10.17014, 12.74431, 15.35877)  0.045
H (7.57317, 15.00458, 14.42198)  0.245
H (8.67888, 13.85555, 13.79068)  0.007
N (11.28698, 14.55012, 12.12124)  0.404
C (11.78092, 15.04835, 13.29131)  0.428
N (11.35763, 16.35420, 13.57116)  0.589
O (12.50740, 14.35511, 14.08684)  -0.830
H (10.52546, 15.08194, 11.69585)  0.115
H (11.22583, 13.52405, 12.02779)  -0.291
H (10.61578, 16.90115, 13.01334)  0.074
H (11.53838, 16.78773, 14.44482)  -0.366
N (10.03911, 16.52267, 17.37737)  -0.271
C (10.81561, 17.53194, 16.93036)  0.560
N (12.06783, 17.72712, 17.44043)  -0.209
O (10.44918, 18.27571, 16.03479)  -0.704
H (9.22026, 16.26676, 16.76921)  0.129
H (10.47522, 15.83511, 17.91813)  0.239
H (12.69909, 18.36603, 16.99367)  0.053
H (12.50267, 17.02999, 18.07736)  0.195
N (11.73332, 16.38061, 9.40099)  -0.196
C (12.25768, 16.01477, 8.24865)  0.423
N (12.37828, 16.91867, 7.24164)  -0.491
O (12.59582, 14.85168, 8.01180)  -0.631
H (11.87395, 17.35890, 9.65349)  0.254
H (12.13889, 15.68064, 10.02702)  0.081
H (12.88381, 16.57046, 6.41496)  0.249
H (12.53848, 17.93204, 7.24736)  0.252
N (16.64688, 17.38459, 15.40306)  -0.402
C (16.31770, 16.49122, 14.34180)  0.373
N (15.06766, 15.91362, 14.51947)  0.086
O (17.05732, 16.19935, 13.44901)  -0.629
H (15.91246, 17.80815, 15.95362)  0.100
H (17.49517, 17.88446, 15.22376)  0.272
H (14.43031, 15.43105, 13.93702)  0.003
H (14.56506, 16.20727, 15.33080)  0.041
N (7.24119, 18.31930, 11.80144)  -0.458
C (8.32844, 18.17614, 12.64985)  0.529
N (8.13376, 18.45323, 13.97863)  -0.242
O (9.36653, 17.72403, 12.24467)  -0.704
H (7.24726, 17.82140, 10.94908)  0.229
H (6.36407, 18.56531, 12.17333)  0.159
H (7.27366, 18.87902, 14.28413)  0.181
H (8.84346, 18.51880, 14.70274)  0.226

**Orbital gap**: 9.062 eV
**HOMO**: -8.70 eV
**ΔE to the lowest compared entry with this formula, charge and spin**: 108.2 kJ/mol

***

Record 2
Entry from OMol25: 11 unconnected molecules or ions with the total composition C20H62O15 at a distorted geometry (wB97M-V/def2-TZVPD).

Each line ends with the Mulliken charge.
Geometry (Å):
O (10.21022, 0.59177, -14.27330)  -0.534
C (8.83768, 0.29907, -14.30842)  1.404
C (8.10491, 0.96142, -13.21781)  -0.914
O (6.75095, 0.53836, -13.07202)  -0.537
H (10.66401, -0.14776, -14.68412)  0.215
H (8.39866, 0.64589, -15.24387)  -0.495
H (8.69745, -0.78004, -14.37133)  -0.158
H (7.86291, 2.02263, -13.27580)  0.282
H (8.56586, 0.76648, -12.24950)  0.426
H (6.72532, -0.13056, -12.38391)  0.282
O (12.57362, 1.25113, -20.34550)  -0.411
C (12.30857, 2.31683, -21.23294)  -0.777
C (10.86958, 2.42346, -21.61857)  -0.262
O (10.48174, 1.25102, -22.23887)  -0.547
H (11.88545, 0.64296, -20.62505)  0.274
H (12.63380, 3.23333, -20.74065)  0.354
H (12.88477, 2.19193, -22.14973)  0.334
H (10.67421, 3.13847, -22.41775)  0.566
H (10.19542, 2.78086, -20.84020)  0.147
H (9.62816, 1.53318, -22.57559)  0.327
O (5.14268, -0.82194, -18.36438)  -0.454
C (5.91880, -1.27651, -17.30975)  -0.212
C (5.04558, -2.37831, -16.54085)  -0.295
O (5.02287, -3.49946, -17.38839)  -0.523
H (5.09947, -1.46638, -19.07461)  0.375
H (6.77346, -1.81228, -17.72279)  -0.024
H (6.36789, -0.55842, -16.62362)  0.105
H (4.07207, -1.92942, -16.34367)  0.321
H (5.49652, -2.54319, -15.56230)  0.258
H (5.82598, -3.32098, -17.88313)  0.353
O (10.57575, -2.39412, -16.93388)  -0.050
C (11.13288, -3.20265, -15.93348)  -0.591
C (10.44484, -3.21037, -14.63278)  0.024
O (9.07936, -3.53308, -14.76015)  -0.513
H (10.09856, -2.98354, -17.52250)  0.018
H (11.32803, -4.24964, -16.16549)  0.440
H (12.15350, -2.87693, -15.73266)  0.331
H (10.58627, -2.17501, -14.32275)  -0.249
H (11.01502, -3.67533, -13.82854)  0.417
H (8.58809, -3.41596, -13.94373)  0.291
C (10.21835, -3.89807, -20.56119)  -1.449
C (9.50867, -2.54951, -20.15020)  0.530
O (8.32225, -2.94625, -19.44795)  -0.425
H (10.10002, -4.10497, -21.62481)  0.375
H (9.97677, -4.79666, -19.99350)  0.415
H (11.29917, -3.77414, -20.49349)  0.357
H (9.44640, -1.80582, -20.94465)  0.243
H (10.16414, -1.97490, -19.49577)  -0.351
H (8.11099, -3.86317, -19.63828)  0.245
C (6.93259, 1.37677, -21.63158)  -0.577
C (5.62481, 1.16175, -20.86367)  -0.427
O (5.78205, 1.72037, -19.59798)  -0.449
H (6.83423, 1.11097, -22.68408)  0.454
H (7.66692, 0.66728, -21.25014)  -0.176
H (7.39852, 2.36215, -21.62477)  0.301
H (5.29233, 0.12769, -20.95459)  0.230
H (4.77011, 1.53678, -21.42665)  0.416
H (5.22404, 1.17227, -19.04137)  0.181
C (13.18664, 2.71127, -16.28424)  -0.020
C (12.92667, 2.80684, -14.75324)  -0.139
O (12.53842, 4.14341, -14.48250)  -0.564
H (13.85003, 1.86178, -16.44663)  0.249
H (13.69996, 3.60566, -16.63733)  0.343
H (12.25996, 2.67330, -16.85689)  -0.560
H (13.86184, 2.56631, -14.24756)  0.331
H (12.24199, 2.14477, -14.22316)  -0.018
H (11.58473, 4.15438, -14.37318)  0.316
C (10.21636, 1.06722, -17.96873)  -0.880
C (8.95787, 0.90446, -18.73935)  1.627
O (8.14948, 1.96419, -18.38004)  -0.183
H (10.79979, 1.79311, -18.53511)  0.446
H (10.70697, 0.17344, -17.58329)  -0.046
H (10.00158, 1.60663, -17.04623)  0.078
H (8.38054, 0.03718, -18.41902)  -0.410
H (9.10565, 0.77098, -19.81101)  -0.493
H (7.28397, 1.65600, -18.65846)  0.001
C (3.72927, 3.03307, -17.18654)  -0.998
C (5.04643, 3.24940, -16.45431)  0.202
O (5.03414, 4.25465, -15.45563)  -0.547
H (3.71983, 2.29395, -17.98761)  0.180
H (3.32736, 3.90605, -17.70081)  0.309
H (2.91034, 2.65087, -16.57713)  0.343
H (5.81947, 3.57478, -17.15047)  0.106
H (5.42485, 2.33316, -16.00111)  0.123
H (5.00839, 4.99591, -16.06512)  0.373
C (14.08983, -0.95517, -17.69938)  -0.071
O (14.63053, -1.36206, -16.42769)  -0.541
H (14.89381, -0.89969, -18.43330)  0.384
H (13.38837, -1.67921, -18.11388)  0.149
H (13.54832, -0.02153, -17.54712)  -0.235
H (15.33438, -1.99606, -16.58338)  0.291
C (10.34158, 4.54667, -17.40172)  -0.393
O (9.60783, 4.15442, -18.59784)  -0.518
H (10.01336, 5.44630, -16.88111)  0.407
H (10.54041, 3.81857, -16.61531)  -0.129
H (11.35228, 4.74567, -17.75805)  0.278
H (8.89960, 3.51814, -18.47469)  0.318

**Orbital gap**: 9.756 eV
**HOMO**: -9.56 eV
**ΔE to the lowest compared entry with this formula, charge and spin**: 384.7 kJ/mol

***

> What is the orbital gap in the second record?

9.756 eV

***

> What is the formula in the second record?

C20H62O15

***

> Among the records above, which one has the lowest HOMO?

C20H62O15